Below is a molecular structure, C25H31AsN6O2PtS5Se at a distorted geometry, with properties calculated with ωB97M-V with the def2-TZVPD basis set.

Output
Molecular weight = 956.86 g/mol
Net charge = -2
E_tot = -8197.8857 Eh
E_HOMO = -0.233 eV

```
72
Properties=species:S:1:pos:R:3:forces:R:3:mulliken_charge:R:1
Pt -0.3695 -1.4060 -0.8891 0.1 -0.2 0.0 0.79
S 2.9290 -2.6823 -2.2212 -0.3 0.5 -0.1 -0.53
As 2.3560 -4.3327 -0.8697 -0.2 -0.2 0.3 0.18
S 1.7117 -0.6062 -1.3639 0.8 -1.9 -0.5 -0.50
S 0.3463 -3.3367 0.0099 0.3 -0.1 0.1 -0.59
S 3.7198 -4.5252 0.8209 -0.2 0.1 -0.2 -0.71
N -3.4352 1.2433 -7.6745 0.0 0.0 0.0 -0.63
C -3.2868 1.3204 -6.2771 0.0 0.0 0.1 1.12
C -4.4021 1.2862 -5.4435 0.0 0.0 0.0 -0.71
C -4.2534 1.3828 -4.0682 0.0 0.0 0.0 -0.21
C -2.9908 1.5259 -3.5193 0.0 0.0 0.0 -0.66
C -1.8721 1.5658 -4.3414 0.0 0.0 0.0 -0.51
C -2.0199 1.4661 -5.7127 0.0 0.0 0.0 -0.75
S -2.7646 1.5726 -1.7613 -0.1 0.0 -0.2 1.53
O -4.0555 1.8386 -1.1688 0.0 0.0 0.0 -0.78
O -1.7110 2.5198 -1.5138 0.1 -0.1 0.0 -0.77
N -2.2061 0.1130 -1.3998 0.0 0.1 0.3 -0.41
C -3.0281 -0.9529 -1.3126 0.1 0.2 -0.4 0.38
N -4.2695 -1.0282 -1.8121 -0.1 -0.1 0.3 -0.39
C -4.8837 -2.1936 -1.6374 0.0 0.0 0.0 -0.21
C -4.3039 -3.3011 -1.0393 0.0 0.0 0.0 -0.84
C -2.9789 -3.1715 -0.6416 0.0 0.1 0.0 0.18
N -2.3674 -2.0093 -0.7563 0.0 0.1 -0.3 -0.15
H -4.2643 0.7441 -7.9589 0.0 0.0 0.0 0.23
H -2.6207 0.8697 -8.1383 0.0 0.0 0.0 0.23
H -5.3906 1.1678 -5.8754 0.0 0.0 0.0 0.25
H -5.1067 1.3280 -3.4056 0.0 0.0 0.0 0.44
H -0.8877 1.6503 -3.8977 0.0 0.0 0.0 0.46
H -1.1443 1.4815 -6.3525 0.0 0.0 0.0 0.27
H -5.8955 -2.2556 -2.0304 0.0 0.0 0.0 0.38
H -4.8341 -4.2372 -0.9429 0.0 0.0 0.0 0.36
H -2.3648 -3.9766 -0.2504 0.0 0.0 0.0 0.37
C 5.9855 -0.6394 -0.6426 0.0 0.0 0.0 -0.96
C 5.7976 -1.2610 0.7394 0.0 0.0 0.0 -0.62
C 4.3656 -1.1409 1.2400 0.0 0.0 0.0 0.50
C 3.9720 0.2767 1.6196 -0.1 0.1 0.1 -1.49
N 2.6015 0.3249 2.1353 0.1 -0.1 0.0 0.53
C 1.4997 0.7155 1.4596 0.1 0.4 -0.5 -0.56
Se 1.4452 1.4787 -0.2544 -0.4 1.4 1.2 -0.18
N 0.4237 0.4856 2.2457 -0.1 0.0 0.1 1.55
C -0.9700 0.6906 1.8718 0.1 0.1 -0.1 -0.81
C -1.6707 1.7953 2.6552 0.0 0.0 -0.1 -0.79
C -1.2094 3.2136 2.3142 0.0 0.0 0.0 -0.25
C 0.1520 3.5985 2.8902 0.0 0.0 0.0 -1.02
C 0.8388 -0.0925 3.4291 -0.1 -0.1 0.0 0.58
C 0.1324 -0.5697 4.5248 0.0 0.0 0.0 -0.80
C 0.8706 -1.1315 5.5532 0.0 0.0 0.0 -0.85
C 2.2641 -1.2296 5.4837 0.0 0.0 0.0 -0.74
C 2.9655 -0.7722 4.3808 0.0 0.0 0.0 -0.77
C 2.2247 -0.1946 3.3601 0.1 -0.1 0.0 0.68
H 7.0231 -0.7153 -0.9781 0.0 0.0 0.0 0.38
H 5.7119 0.4207 -0.6592 0.0 0.0 0.0 0.26
H 5.3466 -1.1630 -1.3599 0.0 0.1 0.0 0.16
H 6.5021 -0.8231 1.4637 0.0 0.0 0.0 0.33
H 6.0106 -2.3303 0.6854 0.0 0.0 0.0 0.28
H 4.2091 -1.8145 2.0856 0.0 0.0 0.0 0.46
H 3.6953 -1.5084 0.4639 -0.1 0.0 -0.1 -0.34
H 4.0026 0.9749 0.7847 0.0 -0.1 -0.1 0.47
H 4.6196 0.6646 2.4139 0.0 0.0 0.0 0.20
H -1.4685 -0.2753 1.9778 -0.1 0.0 0.0 0.42
H -0.9726 0.9350 0.8104 0.0 0.0 0.0 -0.16
H -1.5868 1.6256 3.7346 0.0 0.0 0.0 0.41
H -2.7317 1.7060 2.4056 0.0 0.0 0.0 0.46
H -1.9604 3.9125 2.6959 0.0 0.0 0.0 0.43
H -1.2024 3.3275 1.2271 0.0 0.0 0.0 0.08
H 0.2224 3.3324 3.9500 0.0 0.0 0.0 0.26
H 0.3180 4.6745 2.8036 0.0 0.0 0.0 0.41
H 0.9714 3.1066 2.3662 0.0 0.0 0.0 0.09
H -0.9474 -0.5264 4.5608 0.0 0.0 0.0 0.43
H 0.3571 -1.5289 6.4196 0.0 0.0 0.0 0.37
H 2.8006 -1.7052 6.2948 0.0 0.0 0.0 0.38
H 4.0354 -0.8989 4.2924 0.0 0.0 0.0 0.40
```
Forces are in eV/Å.

=====

Below is a molecular structure, C7H12OSSi at a distorted geometry, with properties calculated with ωB97M-V with the def2-TZVPD basis set.

Output
Molecular weight = 172.33 g/mol
E_tot = -1036.7300 Eh
E_HOMO = -8.367 eV

```
22
Properties=species:S:1:pos:R:3:forces:R:3:mulliken_charge:R:1
C -0.0426 -3.8617 -0.7568 0.7 2.0 0.2 0.10
C -0.0510 -2.6370 -0.7587 -0.8 -2.0 0.4 -0.84
C 0.4061 1.9800 1.0022 0.1 -3.3 0.6 0.76
C 0.2296 3.2431 1.7279 -1.8 0.5 -0.8 -1.24
C 0.2748 -0.4850 -2.4393 -3.5 2.2 1.7 -1.22
C -2.0419 -0.5148 0.1569 2.2 0.7 -4.4 -1.27
C 1.5120 -0.6803 0.9625 -0.9 2.9 -4.1 -0.83
O -0.0140 1.6549 -0.0892 -0.2 0.7 -0.5 -0.60
Si -0.2873 -0.8086 -0.6344 1.9 -0.5 1.2 0.85
S 1.2482 0.7495 1.9956 0.0 0.4 1.0 -0.13
H 0.2785 -4.8640 -0.6518 -0.3 -0.5 -0.1 0.43
H -0.7459 3.3536 2.2529 1.0 -0.8 0.5 0.30
H -0.0152 3.9355 0.9669 0.5 1.2 -1.1 0.36
H 1.1331 3.4941 2.2203 0.4 0.4 1.0 0.38
H -0.3557 -1.0504 -3.0815 -0.6 -0.8 -0.5 0.38
H 0.1766 0.5401 -2.7567 0.1 0.5 0.0 0.34
H 1.2254 -0.7764 -2.5632 3.6 -1.2 -0.3 0.40
H -2.4102 0.4247 -0.1560 -0.1 1.5 0.4 0.35
H -2.7386 -1.1544 -0.2753 -1.0 -1.8 -0.6 0.42
H -1.8984 -0.6911 1.1269 0.1 -0.3 4.0 0.39
H 1.7539 -1.6013 1.4512 -0.2 -0.2 0.4 0.43
H 2.3625 -0.2505 0.2996 -1.2 -1.6 0.8 0.24
```
Forces are in eV/Å.

=====

Below is C5H4BrF3 in the gas phase at a distorted geometry, with properties calculated with ωB97M-V with the def2-TZVPD basis set.

Output
Molecular weight = 200.99 g/mol
Structure (SMILES) = C=C(Br)C(=C)C(F)(F)F
E_tot = -3066.4627 Eh
E_HOMO = -9.543 eV

```
13
Properties=species:S:1:pos:R:3:forces:R:3:mulliken_charge:R:1
C 0.6193 -0.6209 -1.8814 -0.1 1.0 2.2 -0.66
C 0.7678 -0.5252 -0.5228 -2.3 -1.4 -0.6 0.09
Br 2.5065 -0.2317 0.1718 -0.5 0.1 0.3 -0.17
C -0.5528 -0.8900 0.5491 6.9 1.3 0.0 0.61
C -0.2779 -0.9476 1.8632 0.7 0.1 -0.6 -0.94
C -1.7912 -1.0530 -0.1417 -0.6 1.2 -0.3 0.78
F -2.7132 -1.3899 0.6871 -2.4 -1.0 1.8 -0.29
F -1.7314 -2.0057 -1.0668 -0.3 -0.1 -0.9 -0.23
F -2.1985 0.1506 -0.6543 0.3 -0.7 -0.8 -0.23
H 1.4349 -0.2751 -2.5910 -1.3 -0.9 0.9 0.27
H -0.4313 -0.8788 -2.1236 1.3 0.4 -0.9 0.28
H -0.9896 -1.1415 2.6488 -0.5 -0.1 -0.2 0.31
H 0.7568 -0.7993 2.2806 -1.1 -0.1 -1.0 0.17
```
Forces are in eV/Å.

=====

Below is C7H10 in the gas phase at a distorted geometry, with properties calculated with ωB97M-V with the def2-TZVPD basis set.

Output
Molecular weight = 94.16 g/mol
Structure (SMILES) = C=C/C=C/C=C/C
E_tot = -272.6133 Eh
E_HOMO = -8.165 eV

```
17
Properties=species:S:1:pos:R:3:forces:R:3:mulliken_charge:R:1
C 2.3240 0.7338 -2.7214 -0.4 -0.5 -2.4 -0.59
C 1.1146 0.1188 -2.4173 2.0 1.3 -1.4 -0.22
C 0.8929 -0.3789 -1.0630 -1.3 -0.8 3.1 -0.35
C -0.1232 0.0226 -0.2329 -0.1 0.5 -1.4 -0.11
C -0.4971 -0.4796 1.1258 0.5 2.2 -1.3 -0.22
C -1.3645 0.3001 1.8217 0.5 -3.0 1.6 -0.16
C -2.0864 -0.3071 3.0277 1.2 -0.4 0.4 -1.11
H 3.2933 0.7833 -2.1385 -1.8 -0.2 0.1 0.25
H 2.5871 1.1531 -3.8003 -1.1 -1.0 2.2 0.20
H 0.2464 -0.0013 -3.1791 1.8 0.6 1.3 0.28
H 1.5663 -1.1280 -0.5465 -0.4 0.8 -1.1 0.29
H -0.8551 0.8034 -0.6206 1.0 -1.0 0.4 0.20
H 0.0693 -1.3697 1.4441 -1.0 0.3 0.3 0.27
H -1.6769 1.2830 1.5590 -0.2 0.4 -0.8 0.37
H -2.2784 0.3261 3.8923 -0.3 0.5 -0.4 0.35
H -2.9873 -0.7695 2.6537 -0.6 0.1 0.1 0.25
H -1.5270 -1.1388 3.4929 0.1 0.2 -0.5 0.29
```
Forces are in eV/Å.

=====

Below is 2 unconnected molecules or ions with the total composition C3H4N2O2 at a distorted geometry, with properties calculated with ωB97M-V with the def2-TZVPD basis set.

Output
Molecular weight = 100.08 g/mol
E_tot = -376.5870 Eh
E_HOMO = -9.119 eV

```
11
Properties=species:S:1:pos:R:3:forces:R:3:mulliken_charge:R:1
C -1.9274 -0.0597 0.1102 0.6 -0.8 -0.2 -0.35
N 0.0349 -0.5047 -0.0665 -0.7 1.0 0.2 0.11
N 1.1681 -1.3157 -0.3175 -0.5 0.3 0.1 -0.65
C 2.1542 -0.4891 -0.2422 -0.4 -0.4 0.0 0.07
O 1.7987 0.7960 0.0327 0.0 0.0 0.0 -0.32
C 0.4335 0.7409 0.1387 -0.4 0.5 0.1 0.59
O -0.3301 1.6622 0.3713 0.8 0.8 0.0 -0.64
H -2.2076 0.3662 -0.8586 0.6 -0.3 0.3 0.27
H -2.1068 -1.0980 0.2557 -0.5 -0.5 -0.1 0.26
H -2.2351 0.5964 0.9467 1.0 -0.6 -0.5 0.28
H 3.2177 -0.6946 -0.3706 -0.5 -0.1 0.0 0.39
```
Forces are in eV/Å.

=====

Below is a molecular structure, C5H20BFINO9P2 at a distorted geometry, with properties calculated with ωB97M-V with the def2-TZVPD basis set.

Output
Molecular weight = 456.88 g/mol
E_tot = -2039.5914 Eh
E_HOMO = -8.956 eV

```
40
Properties=species:S:1:pos:R:3:forces:R:3:mulliken_charge:R:1
C 1.8466 -1.4597 1.5299 -0.5 -0.9 -0.8 -1.35
N 1.1049 -0.3850 0.8343 1.0 1.4 0.7 0.69
C 1.5712 -0.1704 -0.5626 -1.0 0.0 -0.7 -1.16
B 1.0286 0.8436 1.6050 1.4 -0.3 1.0 0.30
O 1.9057 1.0649 2.7107 -1.5 -0.3 -1.2 -0.58
O 0.1342 1.9295 1.3128 -2.6 -1.7 0.1 -0.34
P -1.2754 1.4123 0.6359 0.6 0.5 -3.3 0.81
O -1.1020 1.2539 -0.8439 -0.6 -0.3 2.5 -0.53
O -2.3559 2.7072 0.9045 1.0 -0.7 0.8 -0.24
F -3.3712 2.6492 -0.0823 0.5 -0.4 0.2 -0.06
O -1.9439 0.1159 1.4121 0.2 1.1 -0.9 -0.33
P -1.9212 -1.3208 0.4743 0.7 -1.4 0.6 0.45
O -2.6855 -2.3977 1.5495 0.5 2.0 -0.9 -0.49
I -3.5052 -1.1753 -1.3985 -0.4 0.2 0.3 -0.10
H 2.0198 -2.2759 0.7937 -0.2 0.5 0.5 0.44
H 1.1824 -1.8969 2.3045 0.7 0.3 -0.1 0.39
H 2.8432 -1.1706 1.9028 -0.7 0.0 0.1 0.38
H 0.7790 -0.4791 -1.2842 0.5 0.2 0.5 0.21
H 1.7357 0.9146 -0.7126 0.2 -0.7 -0.3 0.40
H 2.4737 -0.7660 -0.8011 -0.3 0.5 0.4 0.40
H 1.4833 0.7668 3.5207 0.2 0.2 0.3 0.32
H -2.4464 -3.2624 1.1954 0.0 -0.2 0.1 0.34
C -6.3562 3.8756 -1.9401 0.2 -0.2 0.2 -0.51
O -6.7204 2.9023 -0.9684 -0.2 0.1 -0.1 -0.50
H -7.2491 4.1622 -2.4924 0.0 -0.1 0.1 0.25
H -5.9381 4.7591 -1.4503 0.0 0.1 -0.2 0.24
H -5.6228 3.4578 -2.6352 0.0 0.2 -0.1 0.23
H -5.9219 2.6622 -0.4926 0.0 -0.1 0.1 0.29
C 3.6065 -4.4481 3.0368 0.3 0.0 -0.2 -0.55
O 3.8866 -3.3524 2.1711 0.0 -0.2 0.1 -0.43
H 2.6379 -4.2796 3.5037 0.0 0.1 -0.1 0.22
H 3.5726 -5.3799 2.4663 -0.1 -0.1 0.1 0.27
H 4.3716 -4.5194 3.8141 -0.1 -0.1 0.1 0.26
H 4.7427 -3.5180 1.7690 0.0 0.1 -0.1 0.26
C 2.2273 1.2074 -3.8808 0.3 0.1 -0.1 -0.43
O 3.4056 0.4103 -3.9596 -0.1 -0.2 0.1 -0.52
H 1.4405 0.6175 -3.4156 0.1 0.0 0.0 0.10
H 2.4200 2.0951 -3.2724 -0.2 0.1 0.0 0.24
H 1.9088 1.5042 -4.8835 -0.2 0.1 0.1 0.33
H 4.0870 0.9456 -4.3711 0.1 0.0 0.0 0.29
```
Forces are in eV/Å.

=====

Below is a molecular structure, C8H20BFN2O6Si2 at a distorted geometry, with properties calculated with ωB97M-V with the def2-TZVPD basis set.

Output
Molecular weight = 326.24 g/mol
E_tot = -1581.4369 Eh
E_HOMO = -9.621 eV

```
40
Properties=species:S:1:pos:R:3:forces:R:3:mulliken_charge:R:1
C 1.3298 -0.7325 3.1829 -0.4 1.1 -0.2 -0.68
C 2.4332 0.3630 2.5773 5.2 -3.2 -2.7 0.60
O 3.5497 -0.0813 1.9406 -7.7 3.5 4.3 -0.51
O 2.1409 1.7856 2.8226 -1.4 -2.0 -2.6 -0.31
C 1.5940 2.4322 1.5832 5.4 1.5 -5.2 0.36
O 2.5344 2.6901 0.6332 -6.8 -1.6 6.5 -0.47
C 0.0197 2.8573 1.3801 1.0 0.8 1.9 -0.45
Si -0.7954 2.1473 -0.2317 0.7 1.4 -2.1 0.44
N -1.4975 3.5717 -1.1454 0.9 -1.9 0.4 -0.69
C -2.2770 0.9988 0.1902 -1.3 -0.9 1.2 -0.60
N -3.3126 1.8868 0.9128 0.7 -1.0 0.5 -0.61
O 0.4704 1.4322 -1.2099 -2.7 -1.6 1.1 -0.21
Si 0.0650 -0.1729 -1.7898 0.2 0.9 1.1 -0.03
C -0.0316 -1.5259 -0.4236 -0.8 -0.8 1.7 0.14
C 0.3005 -3.0533 -0.9345 -0.6 -0.2 0.2 -0.36
C -0.7352 -4.1706 -0.2456 0.3 0.5 -0.9 -0.33
F -2.1007 -3.8605 -0.8051 2.7 -0.6 1.4 -0.33
B 1.3580 -0.5785 -3.2104 3.2 -0.1 -2.9 0.59
O 1.9801 -1.8995 -3.4265 0.2 2.5 1.6 -0.54
O 1.7965 0.5189 -4.1429 0.7 -1.4 3.2 -0.57
H 1.5064 -0.9607 4.3283 -0.2 0.7 -2.4 0.32
H 0.2741 -0.2030 3.0739 2.1 -1.2 0.3 0.18
H 1.3170 -1.7436 2.5761 0.4 2.3 1.2 0.26
H 0.0089 4.0461 1.2828 0.2 -2.6 0.1 0.41
H -0.6643 2.6119 2.3213 1.7 0.4 -1.8 0.30
H -2.2296 3.1828 -1.7850 1.0 0.9 0.5 0.21
H -0.7474 4.0842 -1.6590 -1.1 -0.7 0.3 0.25
H -1.9842 0.1746 1.0028 -0.4 1.2 -2.3 0.28
H -2.8504 0.5520 -0.7321 1.5 0.6 1.7 0.42
H -4.2499 1.4130 0.8497 1.5 0.6 0.5 0.28
H -2.9620 1.9058 1.9110 -1.3 0.1 -1.5 0.23
H -1.2522 -0.1721 -2.4766 -0.1 0.1 0.1 -0.16
H -1.1652 -1.5489 -0.0497 2.5 0.1 -0.7 0.20
H 0.6407 -1.2204 0.5143 -1.4 -0.8 -2.0 -0.28
H 0.0930 -3.1216 -2.0956 0.8 0.0 2.4 0.23
H 1.4332 -3.2942 -0.6549 -2.5 0.2 -0.8 0.28
H -0.4902 -5.2710 -0.6037 -0.5 2.4 0.8 0.29
H -0.7520 -4.1013 0.9311 -0.3 -0.1 -2.5 0.25
H 2.7165 -1.9674 -2.7410 -1.4 -0.1 -1.3 0.31
H 2.5357 1.0252 -3.6511 -1.8 -1.0 -1.2 0.32
```
Forces are in eV/Å.

=====

Below is 8 unconnected molecules or ions with the total composition C13H42N4O8 at a distorted geometry, with properties calculated with ωB97M-V with the def2-TZVPD basis set.

Output
Molecular weight = 382.50 g/mol
Structure (SMILES) = NC(N)=O.NC(N)=O.CCO.CCO.CCO.CCO.CCO.CO
E_tot = -1341.3304 Eh
E_HOMO = -9.448 eV

```
67
Properties=species:S:1:pos:R:3:forces:R:3:mulliken_charge:R:1
N 3.2429 0.0662 -2.5827 2.1 -0.1 -4.8 -0.44
C 2.3279 0.5203 -1.7819 -4.5 3.4 -0.3 0.44
N 2.6279 0.1110 -0.5595 -2.0 0.9 3.1 -0.32
O 1.2462 1.2717 -2.1464 5.4 -3.5 1.9 -0.65
H 3.1638 0.4831 -3.5054 0.3 -0.4 0.0 0.34
H 4.1985 -0.1939 -2.3101 -1.1 0.3 0.1 0.23
H 2.2278 0.6931 0.2189 0.4 -0.8 -1.0 0.25
H 3.4194 -0.4288 -0.2792 0.5 0.0 -0.6 0.25
N 1.7794 3.5205 1.0653 -0.2 2.8 0.4 -0.26
C 2.5422 2.4947 1.3567 8.0 2.3 -0.8 0.37
N 1.8651 1.3828 1.5565 -1.1 -3.2 2.6 -0.03
O 3.9087 2.6404 1.2696 -6.5 -1.5 0.9 -0.79
H 2.2380 4.4402 1.2116 -0.7 -1.1 -0.4 0.22
H 0.7916 3.4267 1.2648 0.0 0.5 0.0 0.39
H 2.3820 0.6176 2.0473 -0.7 1.1 -0.5 0.35
H 0.8253 1.4263 1.7637 1.6 0.1 -0.2 -0.44
C -0.3495 -0.1842 3.6042 -1.0 -0.2 -0.1 -0.56
C -1.2067 1.0557 3.4313 -1.9 -2.9 0.8 -0.75
O -0.7648 1.8247 2.4140 -0.1 1.8 -3.0 -0.47
H -0.8671 -0.8832 4.3310 1.0 0.8 -0.7 0.36
H 0.6071 0.2077 3.9567 0.2 -0.8 0.1 0.28
H -0.2890 -0.6903 2.6057 0.3 0.3 0.9 -0.10
H -1.1859 1.7124 4.2237 -0.1 0.8 2.8 0.52
H -2.2733 0.7567 3.2887 0.5 0.1 -0.1 0.42
H -1.5373 2.3706 2.1883 0.9 0.2 -0.5 0.22
C -1.9640 -0.3861 -3.7692 0.6 -0.9 0.5 -0.89
C -0.5605 -0.9265 -4.0723 -1.3 -0.5 -1.2 0.01
O 0.1610 0.0206 -4.7949 0.3 0.6 -0.4 -0.54
H -2.4514 -1.3026 -3.4573 -0.6 0.1 0.7 0.30
H -2.5277 -0.1023 -4.6386 0.2 0.4 -0.7 0.42
H -2.0328 0.4095 -3.0174 0.2 -0.3 -0.1 0.02
H -0.7242 -1.8463 -4.6889 0.1 0.5 0.2 0.38
H -0.0552 -1.2882 -3.1959 0.3 0.2 0.8 0.07
H 1.0512 -0.2910 -4.9560 0.2 -0.1 0.1 0.29
C -1.7093 -4.8601 2.2506 0.3 1.6 -0.2 -1.50
C -1.5949 -3.6304 1.3081 0.3 -1.1 0.6 0.25
O -0.2210 -3.5163 0.9772 -0.4 -0.1 -0.2 -0.43
H -0.9864 -4.8735 3.0712 0.3 0.4 -0.4 0.31
H -1.6036 -5.7377 1.6963 0.3 -1.6 -0.9 0.38
H -2.6457 -4.8922 2.7338 -1.4 0.0 0.4 0.44
H -1.8282 -2.7542 1.9009 -0.7 0.4 0.0 0.07
H -2.2649 -3.7031 0.3810 0.8 0.0 1.3 0.20
H -0.1061 -2.5704 0.8040 0.5 0.0 -0.5 0.44
C -2.0981 -0.1558 0.1310 0.9 -0.6 0.4 -1.44
C -0.6196 0.0277 -0.2591 -1.0 1.0 -0.8 1.70
O 0.2529 -0.9282 0.2664 -1.3 -1.3 1.1 -0.27
H -2.4865 -1.1094 -0.2370 0.1 0.1 -0.1 0.38
H -2.6857 0.6425 -0.3185 0.0 0.0 0.1 0.35
H -2.2245 -0.1583 1.2180 -0.1 0.1 -0.1 0.16
H -0.2553 1.0012 0.1062 -0.5 -0.1 -0.6 -0.11
H -0.5919 0.0042 -1.3631 0.3 0.2 0.5 -0.68
H 1.1388 -0.7487 -0.0303 0.7 0.2 -0.6 -0.12
C -2.3874 4.3417 -1.4334 -0.1 -0.2 -0.3 -1.63
C -1.7019 3.3200 -0.6119 -0.5 0.8 0.3 0.21
O -0.6878 3.9579 0.1364 0.6 -0.3 -0.1 -0.64
H -1.6795 4.7878 -2.0648 1.2 1.0 -0.8 0.45
H -2.8512 5.1064 -0.8453 -0.4 0.3 0.3 0.34
H -3.0391 3.8824 -2.1302 -1.3 -0.4 -0.5 0.42
H -1.3336 2.5110 -1.2098 0.4 -0.5 -0.3 0.08
H -2.3997 2.9624 0.0991 -0.7 -0.8 0.8 0.23
H 0.0684 3.9240 -0.4603 0.4 0.3 0.2 0.45
C 2.9730 -2.9771 0.4429 -1.0 -0.6 -1.2 0.27
O 2.3613 -3.8478 -0.4787 0.3 -1.3 -0.7 -0.53
H 3.9182 -2.6341 0.1000 1.2 0.1 -0.4 0.35
H 3.0588 -3.4723 1.3617 0.2 -0.2 1.6 0.42
H 2.3082 -2.1602 0.4420 -0.5 1.2 0.9 -0.74
H 2.1059 -4.6684 -0.0268 0.0 0.6 -0.3 0.29
```
Forces are in eV/Å.

=====

Q: Which value of E_tot does entry 5 give?
A: -376.5870 Eh